(1)
Below is 2 unconnected molecules or ions with the total composition C4H12, with properties calculated with ωB97M-V with the def2-TZVPD basis set.

```
16
Properties=species:S:1:pos:R:3:forces:R:3:nbo_charge:R:1
C -0.58701 -1.72542 -0.78240 -0.470 1.941 -0.255 -0.620
H 0.38789 -1.97507 -1.20646 -0.418 -0.280 -0.312 0.213
H -0.35824 -1.28305 0.17521 -0.034 -0.868 0.773 0.210
H -1.62579 0.38986 -1.04076 -0.807 -0.909 1.723 0.221
H -0.44610 1.92329 1.50248 1.244 0.577 -0.059 0.207
C -1.23441 -0.52573 -1.48691 1.349 2.687 -2.611 -0.652
C 0.24277 1.25662 0.94532 -0.836 0.481 -0.068 -0.613
H 0.38085 1.57773 -0.09018 -0.457 0.315 0.120 0.200
H 1.56075 0.56560 2.51553 0.263 -0.257 -0.513 0.202
H -1.30226 -2.52928 -0.77206 0.175 -0.541 0.421 0.215
H -0.46290 0.42514 0.91306 0.579 -0.475 -0.142 0.199
H -1.90605 -0.62174 -2.34376 -0.004 -0.984 0.136 0.210
H 2.42464 1.57108 1.37136 0.087 0.185 -0.454 0.210
C 1.63707 0.83754 1.44698 -1.901 -0.716 0.726 -0.612
H -0.45898 0.16134 -1.94970 0.134 -1.309 -0.090 0.202
H 1.74777 -0.04790 0.80229 1.098 0.152 0.605 0.208
```
Positions in Å, forces in eV/Å.

Calculated values
- gap between HOMO and LUMO (eV) = 12.164
- total charge = 0
- molar mass (g/mol) = 60.14
- HOMO level (Ha) = -0.4050
- electronic energy (a.u.) = -159.5379
- ΔE to the lowest compared entry with this formula, charge and spin (kcal/mol) = 29.5
- LUMO (eV) = 1.14

***

(2)
Below is 2 unconnected molecules or ions with the total composition C3H14N10P, with properties calculated with ωB97M-V with the def2-TZVPD basis set.

```
28
Properties=species:S:1:pos:R:3:forces:R:3:nbo_charge:R:1
H -1.99927 2.47902 -3.48128 1.551 -0.098 1.926 0.402
N -1.51613 1.11153 2.02485 -2.243 0.521 2.781 -0.843
H 1.39363 1.58314 3.61153 -3.009 -0.009 0.245 0.447
H 1.42456 0.44849 1.24878 -2.314 -0.621 -0.169 0.479
C 2.02267 -1.67507 -0.69598 -1.517 0.723 4.107 0.583
H 0.37139 -1.86853 -1.78024 1.131 1.117 2.288 0.359
H -2.28354 1.27657 2.80976 1.782 -0.503 -2.798 0.434
N -2.37377 0.20782 -2.20032 -0.976 -1.270 0.204 -0.832
H -0.32661 1.86731 4.23548 0.085 0.639 0.956 0.425
H 2.49673 -2.21168 -2.45893 1.402 0.127 0.887 0.399
P -0.95754 0.22608 0.42631 -0.298 1.770 0.419 2.311
H -2.25917 -0.85972 -0.70546 -0.313 -0.694 0.902 0.479
N 0.36347 0.38725 1.42762 3.170 0.332 0.822 -0.934
H 3.43316 -1.34136 0.46404 1.931 0.040 1.396 0.375
N 0.78198 -1.49861 -0.82372 -2.452 -1.054 -3.304 -0.774
N 2.99277 -2.01942 -1.55236 -2.209 1.094 -3.347 -0.804
H 3.55568 -2.74519 -1.26327 1.642 -1.818 0.645 0.395
H -0.93044 2.92051 -2.15713 2.258 4.145 2.025 0.391
H -2.86387 0.29718 -3.08439 0.056 0.043 0.118 0.365
N -1.98374 -0.95006 0.34852 0.228 3.215 -4.497 -1.220
H -2.14835 -1.70212 0.86509 -0.762 -3.739 2.550 0.423
N 2.46923 -1.35080 0.64754 0.331 0.385 -2.410 -0.872
C -0.27246 1.07359 2.42002 1.316 0.294 0.863 0.653
N 0.31171 1.57057 3.54120 2.090 -1.166 -2.267 -0.782
C -1.64762 1.19622 -1.88805 1.517 -0.088 0.070 0.606
N -0.83871 1.19864 -0.74767 -0.464 0.076 -0.129 -1.081
N -1.35716 2.27176 -2.65522 -3.870 -2.997 -4.189 -0.788
H 2.14137 -1.89312 1.42329 -0.065 -0.466 -0.095 0.402
```
Positions in Å, forces in eV/Å.

Calculated values
- gap between HOMO and LUMO (eV) = 9.230
- total charge = +1
- molar mass (g/mol) = 221.19
- HOMO level (Ha) = -0.4368
- electronic energy (a.u.) = -1011.4225
- ΔE to the lowest compared entry with this formula, charge and spin (kcal/mol) = 65.7
- LUMO (eV) = -2.66

***

(3)
Below is a molecular structure, C8H15FO5S, with properties calculated with ωB97M-V with the def2-TZVPD basis set.

```
30
Properties=species:S:1:pos:R:3:forces:R:3:nbo_charge:R:1
H 1.37775 -0.20026 -2.27698 0.212 0.088 0.169 0.206
H 0.21156 1.86714 -1.36167 0.592 -0.267 -0.163 0.212
H 0.32487 -1.90813 3.37616 -0.092 -0.242 0.208 0.216
H -1.63960 -0.40750 -2.03893 -0.197 -0.084 0.058 0.189
C 0.53556 -1.29771 2.50502 -0.011 0.481 0.537 -0.440
H 0.45155 -1.43410 -1.42306 0.068 -0.279 0.175 0.214
C -0.51656 1.12458 -1.04594 -0.645 0.570 -0.298 0.032
C 0.45955 -0.78381 -2.28964 -0.041 0.270 -0.190 -0.433
H 2.24973 -0.02676 2.03915 0.062 0.259 -0.257 0.198
H 1.10079 -2.40360 -3.48630 0.211 -0.177 -0.173 0.212
C 0.41411 -1.57030 -3.58221 0.213 -0.559 0.327 -0.600
H 0.80253 -1.99722 1.72278 0.086 -0.105 -0.324 0.209
H 0.72046 -0.97598 -4.42689 -0.044 0.229 -0.273 0.222
H -0.93724 0.24604 2.84296 0.037 0.492 -0.122 0.194
H 0.91100 0.21082 0.16833 0.299 -0.240 0.595 0.179
C -0.10597 0.57400 0.28252 1.368 0.560 -0.218 0.344
H -1.56640 -1.30814 2.44500 -0.438 -0.116 -0.262 0.200
H 1.30981 0.49819 3.42324 -0.041 0.256 0.239 0.214
H -0.56130 -2.00015 -3.77194 -0.308 0.028 -0.065 0.210
C -0.71290 0.14766 -2.15590 -0.495 0.203 -0.236 0.189
O -1.68097 1.91563 -0.71438 0.535 0.084 0.526 -0.664
O -0.99477 -0.28921 0.81418 -0.384 -0.220 0.088 -0.514
O -0.94952 4.01671 0.41922 1.402 1.435 -0.672 -0.899
H 2.39339 -0.89363 3.51802 0.170 -0.080 0.307 0.214
C -0.78516 -0.60697 2.19420 0.153 -0.891 0.120 -0.071
S -1.29703 2.68736 0.66139 -1.151 -0.871 -0.423 2.548
C 1.68325 -0.36702 2.89663 0.082 -0.374 -0.529 -0.610
F -0.83284 0.89718 -3.32564 -0.070 0.035 -0.121 -0.361
O 0.00416 1.80559 1.04945 -0.855 0.316 -0.153 -0.698
O -2.36982 2.47960 1.54123 -0.719 -0.801 1.130 -0.911
```
Positions in Å, forces in eV/Å.

Calculated values
- gap between HOMO and LUMO (eV) = 11.711
- total charge = 0
- molar mass (g/mol) = 242.27
- HOMO level (Ha) = -0.4092
- electronic energy (a.u.) = -1188.0456
- ΔE to the lowest compared entry with this formula, charge and spin (kcal/mol) = 11.9
- LUMO (eV) = 0.58

***

(4)
Below is C4H6O2 in the gas phase, with properties calculated with ωB97M-V with the def2-TZVPD basis set.

```
12
Properties=species:S:1:pos:R:3:forces:R:3:nbo_charge:R:1
H 0.95829 1.41612 0.35107 -0.062 0.007 -0.163 0.238
C 0.39375 1.24193 -0.57339 -0.024 0.073 -0.074 -0.731
H 0.30663 2.15772 -1.15546 -0.092 -0.024 0.131 0.240
H -1.76904 -1.28765 0.18352 0.095 0.101 0.036 0.256
O 1.31395 -1.33664 0.77206 -0.026 -0.159 -0.301 -0.659
O -2.00550 1.19669 -0.42956 0.433 -0.277 0.095 -0.521
C 0.34862 -1.46764 -0.12014 -0.045 0.068 0.429 0.267
H 2.11476 -1.73432 0.39608 -0.125 -0.041 0.157 0.501
H -0.79950 -0.57794 1.51807 0.039 -0.004 -0.128 0.232
H 0.94309 0.48249 -1.14336 0.017 0.238 -0.022 0.235
C -0.85644 -0.73991 0.43001 -0.060 -0.136 -0.084 -0.682
C -0.94861 0.64913 -0.22890 -0.150 0.155 -0.076 0.624
```
Positions in Å, forces in eV/Å.

Calculated values
- gap between HOMO and LUMO (eV) = 9.586
- total charge = 0
- molar mass (g/mol) = 86.09
- HOMO level (Ha) = -0.3318
- electronic energy (a.u.) = -306.3962
- ΔE to the lowest compared entry with this formula, charge and spin (kcal/mol) = 69.1
- LUMO (eV) = 0.56